No. 1
ORCA calculation (ωB97M-V/def2-TZVPD) on a cluster of 2 separate species, C34H39Cl4N3O2 in total.

Structure (XYZ):
```
82
Properties=species:S:1:pos:R:3
Cl 2.467 1.751 4.235
C 3.344 0.283 4.044
C 2.687 -0.932 4.064
Cl 0.984 -1.056 3.927
C 3.385 -2.205 4.149
O 2.816 -3.287 4.019
C 4.905 -2.144 4.368
O 5.555 -3.175 4.495
C 5.524 -0.818 4.345
Cl 7.215 -0.791 4.497
C 4.788 0.337 4.151
Cl 5.582 1.847 4.000
C 1.645 4.069 -1.483
C 0.374 3.277 -1.774
C -0.196 3.577 -3.162
C -0.681 3.482 -0.691
C -1.284 4.730 -0.530
C -2.290 4.908 0.418
C -2.723 3.838 1.208
C -2.133 2.581 1.074
C -2.583 1.396 1.916
C -4.087 1.400 2.202
C -1.779 1.290 3.204
C -1.101 2.428 0.136
N -0.558 1.111 -0.071
N -1.099 0.288 -1.003
N -0.339 -0.829 -0.933
C -0.629 -1.981 -1.754
C -0.002 -2.086 -2.998
C 0.896 -0.962 -3.535
C 0.321 -0.377 -4.826
C 2.341 -1.420 -3.710
C -0.227 -3.235 -3.761
C -1.066 -4.241 -3.280
C -1.672 -4.124 -2.029
C -1.459 -2.986 -1.246
C -2.148 -2.849 0.122
C -1.651 -3.894 1.120
C -3.672 -2.879 -0.025
C 0.667 -0.713 -0.006
C 1.615 -1.793 0.209
C 0.544 0.526 0.589
C 1.344 1.115 1.545
H 2.071 3.758 -0.522
H 2.389 3.888 -2.265
H 1.446 5.148 -1.435
H 0.636 2.212 -1.744
H -1.056 2.923 -3.357
H -0.534 4.621 -3.235
H 0.560 3.393 -3.933
H -0.946 5.564 -1.154
H -2.763 5.882 0.525
H -3.511 3.977 1.946
H -2.366 0.498 1.317
H -4.651 1.564 1.276
H -4.383 0.428 2.614
H -4.351 2.183 2.926
H -0.702 1.262 3.004
H -1.980 2.155 3.853
H -2.046 0.374 3.746
H 0.877 -0.168 -2.779
H -0.689 0.013 -4.645
H 0.953 0.449 -5.178
H 0.264 -1.142 -5.610
H 2.752 -1.786 -2.761
H 2.401 -2.228 -4.450
H 2.962 -0.583 -4.053
H 0.245 -3.323 -4.741
H -1.254 -5.127 -3.892
H -2.333 -4.910 -1.656
H -1.874 -1.856 0.499
H -0.565 -3.819 1.259
H -2.129 -3.743 2.097
H -1.886 -4.906 0.767
H -4.000 -2.062 -0.679
H -4.008 -3.829 -0.458
H -4.147 -2.749 0.955
H 2.273 -1.489 1.028
H 1.119 -2.733 0.500
H 2.246 -2.003 -0.670
H 2.307 0.652 1.706
H 1.050 2.057 1.980
```

Its HOMO-LUMO gap is 3.642 eV. The energy above the lowest of the compared OMol25 structures with the same formula, charge and spin is 105.54 kJ/mol. As for the highest occupied orbital energy: -6.08 eV.


No. 2
ORCA calculation (ωB97M-V/def2-TZVPD) on a structure of composition C34H39CoN5OP3SSe2.

Structure (XYZ):
```
86
Properties=species:S:1:pos:R:3
Co 1.422 -1.867 -2.120
Se 1.257 0.688 3.466
P -0.477 1.167 2.353
C -2.028 0.618 3.113
C -1.970 -0.294 4.173
C -3.133 -0.918 4.552
C -4.399 -0.566 4.040
C -4.460 0.486 3.151
C -3.272 1.020 2.687
C -0.729 2.965 2.204
C -0.149 3.893 3.094
C -0.394 5.266 2.932
C -1.212 5.699 1.896
C -1.798 4.782 0.993
C -1.504 3.492 1.156
C -0.417 0.425 0.723
C 0.611 0.212 -0.199
N 0.091 -0.709 -1.052
N -1.084 -1.101 -0.620
N -1.447 -0.427 0.415
P 1.960 1.122 -0.904
Se 3.237 -0.234 -1.963
C 1.133 2.189 -2.171
C 1.971 3.036 -2.985
C 1.422 3.993 -3.768
C 0.003 4.152 -3.751
C -0.788 3.391 -2.960
C -0.243 2.403 -2.131
C 2.873 2.048 0.258
C 2.382 3.318 0.571
C 2.993 3.983 1.611
C 3.957 3.323 2.338
C 4.316 2.030 2.143
C 3.778 1.408 1.080
H -1.111 -0.538 4.764
H -3.030 -1.603 5.428
H -5.263 -1.090 4.343
H -5.390 0.818 2.690
H -3.357 1.744 1.894
H 0.482 3.350 3.913
H 0.024 5.995 3.631
H -1.539 6.696 1.710
H -2.426 5.083 0.170
H -1.843 2.728 0.359
H 3.128 2.895 -2.970
H 2.138 4.636 -4.294
H -0.398 4.942 -4.366
H -1.823 3.484 -3.014
H -0.868 1.806 -1.549
H 1.698 3.800 -0.157
H 2.774 4.981 1.863
H 4.582 3.907 3.029
H 5.190 1.576 2.671
H 4.135 0.434 0.815
C -1.619 -4.367 2.857
S -0.211 -5.199 3.507
C -0.864 -6.874 3.764
H -2.069 -4.695 1.924
H -1.251 -3.259 2.755
H -2.464 -4.303 3.603
H -1.831 -6.821 4.294
H -0.031 -7.441 4.167
H -1.094 -7.204 2.699
C 0.709 -0.667 -6.007
P -0.065 -1.884 -4.907
C -1.445 -1.054 -4.064
C -0.833 -3.246 -5.880
O 0.892 -2.472 -3.896
H -0.004 -0.132 -6.583
H 1.281 -1.292 -6.743
H 1.330 0.108 -5.495
H -2.198 -0.978 -4.729
H -1.083 -0.066 -3.717
H -1.783 -1.541 -3.149
H -1.792 -2.883 -6.396
H -1.096 -3.992 -5.140
H -0.153 -3.671 -6.634
N 1.523 -4.981 0.692
C 2.328 -5.630 -0.246
C 2.435 -4.695 -1.293
N 1.703 -3.590 -0.958
C 1.117 -3.834 0.207
H 1.255 -5.434 1.579
H 2.717 -6.574 0.025
H 2.966 -4.898 -2.222
H 0.624 -3.069 0.732
```

Its HOMO-LUMO gap (alpha / beta) is 7.942 / 7.753 eV. As for the spin multiplicity: 4. The charge is +1. The expectation value of S² is 3.7569. The energy above the lowest of the compared OMol25 structures with the same formula, charge and spin is 259.96 kJ/mol. As for the highest occupied orbital energy (alpha / beta): -9.92 / -9.92 eV.


No. 3
ORCA calculation (ωB97M-V/def2-TZVPD) on a structure of composition C34H40BCrIN8.

Structure (XYZ):
```
85
Properties=species:S:1:pos:R:3
Cr 0.270 -0.110 0.335
C -4.619 1.858 -1.131
C -3.174 1.598 -1.396
C -2.437 1.850 -2.539
C -1.134 1.463 -2.234
N -1.082 0.958 -0.997
N -2.340 1.063 -0.486
B -2.598 0.809 1.016
N -2.432 -0.676 1.329
N -1.221 -1.278 1.151
C -1.360 -2.551 1.585
C -2.675 -2.744 2.007
C -3.322 -1.539 1.837
C -4.735 -1.172 2.144
C -0.334 -3.610 1.661
C -0.396 -4.487 2.746
C 0.515 -5.524 2.870
C 1.498 -5.705 1.906
C 1.565 -4.840 0.825
C 0.659 -3.799 0.712
N -1.538 1.596 1.823
N -0.213 1.449 1.535
C 0.458 2.320 2.299
C -0.440 3.009 3.109
C -1.695 2.531 2.772
C -3.031 2.927 3.302
C 1.912 2.524 2.205
C 2.704 2.491 3.347
C 4.073 2.679 3.247
C 4.661 2.915 2.011
C 3.870 2.987 0.873
C 2.499 2.798 0.975
C 0.036 1.654 -3.117
C 1.050 2.539 -2.758
C 2.121 2.763 -3.612
C 2.172 2.123 -4.843
C 1.142 1.274 -5.225
C 0.075 1.045 -4.368
H -5.095 2.209 -2.044
H -4.751 2.618 -0.362
H -5.133 0.956 -0.801
H -2.778 2.300 -3.455
H -3.695 1.168 1.309
H -3.104 -3.658 2.379
H -5.258 -2.043 2.530
H -5.262 -0.823 1.256
H -4.786 -0.382 2.893
H -1.143 -4.342 3.514
H 0.459 -6.187 3.722
H 2.211 -6.513 2.003
H 2.335 -4.968 0.073
H 0.725 -3.124 -0.125
H -0.207 3.786 3.816
H -2.907 3.692 4.064
H -3.544 2.076 3.752
H -3.671 3.327 2.516
H 2.251 2.279 4.307
H 4.687 2.633 4.137
H 5.731 3.060 1.939
H 4.319 3.209 -0.087
H 1.867 2.902 0.102
H 0.973 3.084 -1.825
H 2.901 3.458 -3.328
H 3.001 2.304 -5.513
H 1.168 0.792 -6.193
H -0.729 0.381 -4.663
N 2.054 0.353 -0.754
C 2.882 -0.670 -1.455
C 2.181 -1.198 -2.700
C 1.783 -2.671 -2.571
C 0.277 -2.813 -2.439
N -0.241 -1.807 -1.473
H 1.902 1.139 -1.387
H 2.621 0.712 0.015
H 3.059 -1.462 -0.728
H 3.850 -0.226 -1.690
H 2.760 -1.007 -3.604
H 1.278 -0.596 -2.811
H 2.230 -3.092 -1.668
H 2.164 -3.270 -3.399
H 0.024 -3.811 -2.079
H -0.210 -2.694 -3.409
H -0.939 -2.230 -0.871
H -0.728 -1.072 -1.970
I 1.984 -0.970 2.161
```

Its HOMO-LUMO gap (alpha / beta) is 7.468 / 8.190 eV. As for the spin multiplicity: 4. The charge is +1. The expectation value of S² is 3.8124. As for the highest occupied orbital energy (alpha / beta): -10.53 / -10.61 eV.


No. 4
ORCA calculation (ωB97M-V/def2-TZVPD) on a structure of composition C34H40Cl51N3O4S.

Structure (XYZ):
```
133
Properties=species:S:1:pos:R:3
C 4.091 -2.816 0.253
C 3.856 -1.369 -0.438
N 4.906 -0.805 -0.987
C 2.380 -0.754 -0.341
C 1.845 -0.065 -1.682
S 0.410 -1.219 -2.128
O 2.635 -0.119 -2.906
C 1.986 0.871 -3.737
O 1.676 0.821 -4.939
O 1.620 2.056 -3.000
C 1.511 1.519 -1.631
C 0.090 1.951 -1.030
C -1.138 1.799 -2.049
C -2.381 2.764 -1.602
C -3.219 1.956 -0.478
N -4.589 1.538 -0.921
C -4.527 0.226 -1.620
C -5.057 -1.119 -0.894
O -4.102 0.089 -2.799
C 2.745 2.310 -0.909
C 3.967 2.664 -1.818
C 5.104 3.382 -1.001
C 4.823 3.603 0.492
N 3.687 3.306 1.279
C 2.618 2.653 0.605
H 4.562 -2.573 1.283
H 3.079 -3.299 0.497
H 4.789 -3.483 -0.349
H 4.599 0.113 -1.349
H 1.677 -1.635 -0.073
H 2.361 -0.068 0.583
H -0.109 -0.854 -3.362
H 0.131 3.058 -0.702
H -0.139 1.257 -0.144
H -0.910 2.080 -3.130
H -1.592 0.737 -2.058
H -3.023 2.933 -2.548
H -1.983 3.775 -1.229
H -2.589 1.039 -0.166
H -3.293 2.645 0.446
H -4.954 2.260 -1.562
H -4.689 -2.036 -1.463
H -4.662 -1.202 0.174
H -6.204 -1.170 -0.869
H 4.051 2.406 -2.919
H 6.083 3.694 -1.515
H 5.690 4.099 1.069
H 1.677 2.396 1.253
C 0.486 -4.479 1.955
Cl 0.321 -3.042 0.934
Cl 0.489 -5.945 0.965
Cl 1.959 -4.384 2.931
H -0.368 -4.521 2.627
C -0.761 2.220 3.374
Cl -1.356 3.839 2.983
Cl -2.109 1.106 3.633
Cl 0.300 1.621 2.087
H -0.183 2.281 4.294
C -3.172 0.501 7.531
Cl -3.370 1.922 6.497
Cl -3.248 -0.983 6.569
Cl -1.643 0.586 8.419
H -3.986 0.484 8.252
C -5.869 -4.668 -3.518
Cl -5.166 -5.264 -2.006
Cl -6.652 -5.985 -4.401
Cl -7.021 -3.364 -3.198
H -5.066 -4.271 -4.136
C 1.779 -9.181 -1.254
Cl 2.984 -8.032 -0.657
Cl 2.131 -10.811 -0.663
Cl 0.150 -8.683 -0.773
H 1.826 -9.193 -2.341
C -7.183 1.494 5.995
Cl -6.188 0.831 7.305
Cl -8.225 2.788 6.602
Cl -6.169 2.084 4.671
H -7.816 0.697 5.611
C 5.702 -11.004 1.093
Cl 6.405 -9.556 1.825
Cl 6.932 -11.911 0.202
Cl 4.949 -12.024 2.328
H 4.930 -10.693 0.390
C 0.111 0.940 11.727
Cl 0.885 2.385 12.395
Cl 1.272 -0.007 10.785
Cl -0.591 -0.043 13.019
H -0.692 1.257 11.063
C 4.351 0.696 12.802
Cl 5.119 2.143 13.471
Cl 5.517 -0.251 11.865
Cl 3.644 -0.286 14.092
H 3.551 1.011 12.134
C 2.887 2.286 -8.278
Cl 2.717 3.718 -9.304
Cl 2.920 0.815 -9.262
Cl 4.347 2.402 -7.287
H 2.026 2.235 -7.614
C -3.902 -4.428 1.720
Cl -2.969 -5.093 3.069
Cl -5.007 -3.171 2.291
Cl -2.823 -3.790 0.470
H -4.493 -5.232 1.284
C 1.648 -1.239 -12.015
Cl 1.452 -2.985 -11.813
Cl 3.042 -0.884 -13.046
Cl 0.177 -0.522 -12.689
H 1.825 -0.798 -11.035
C -4.014 5.644 0.785
Cl -3.217 6.900 -0.175
Cl -5.183 6.363 1.900
Cl -4.804 4.464 -0.269
H -3.256 5.127 1.369
C 6.798 4.567 -9.974
Cl 6.627 6.000 -10.998
Cl 6.832 3.099 -10.959
Cl 8.257 4.684 -8.979
H 5.935 4.515 -9.312
C -3.413 -0.705 -11.135
Cl -2.723 -1.291 -9.615
Cl -4.174 -2.032 -12.024
Cl -4.580 0.590 -10.831
H -2.606 -0.303 -11.744
C -7.234 9.881 1.825
Cl -6.542 11.330 2.569
Cl -5.990 8.971 0.959
Cl -8.009 8.863 3.049
H -7.992 10.193 1.110
C 5.482 -0.833 7.836
Cl 6.229 0.393 6.802
Cl 4.410 -0.076 9.022
Cl 4.595 -2.013 6.859
H 6.271 -1.356 8.372
```

Its HOMO-LUMO gap is 9.111 eV. The energy above the lowest of the compared OMol25 structures with the same formula, charge and spin is 744.86 kJ/mol. As for the highest occupied orbital energy: -9.26 eV.


No. 5
ORCA calculation (ωB97M-V/def2-TZVPD) on a structure of composition C34H41As2GeNO3Zn.

Structure (XYZ):
```
83
Properties=species:S:1:pos:R:3
Zn -1.897 -1.264 -0.576
N -5.789 0.060 0.016
C -4.615 -0.567 -0.182
O -3.681 0.004 -0.743
C -4.543 -2.004 0.310
C -3.161 -2.643 0.147
H -5.889 1.020 -0.266
H -6.541 -0.393 0.503
H -5.309 -2.550 -0.249
H -4.863 -1.993 1.357
H -3.219 -3.492 -0.535
H -2.812 -3.048 1.096
C 1.729 -1.448 0.967
As 0.845 -2.727 -0.232
C 1.956 -2.523 -1.844
C 1.789 -4.331 0.432
C 3.156 -4.265 0.687
C 3.863 -5.369 1.134
C 3.199 -6.569 1.332
C 1.838 -6.649 1.079
C 1.119 -5.547 0.623
As -0.814 -5.647 0.304
C -1.055 -7.607 0.404
C -0.732 -5.592 -1.666
H 2.775 -1.291 0.707
H 1.670 -1.838 1.983
H 1.215 -0.490 0.933
H 2.989 -2.290 -1.589
H 1.543 -1.734 -2.469
H 1.928 -3.453 -2.411
H 3.680 -3.328 0.531
H 4.925 -5.291 1.329
H 3.738 -7.440 1.683
H 1.328 -7.591 1.238
H -0.370 -8.144 -0.253
H -2.079 -7.820 0.097
H -0.935 -7.964 1.427
H 0.158 -6.113 -2.019
H -0.709 -4.561 -2.017
H -1.616 -6.077 -2.081
O -0.909 -0.782 -2.283
C -0.391 0.203 -1.690
O -0.645 0.431 -0.470
C 0.569 1.105 -2.438
C 0.255 2.598 -2.261
Ge 0.239 3.276 -0.381
C -1.562 3.376 0.402
C -2.512 4.151 -0.260
C -3.788 4.314 0.260
C -4.128 3.704 1.460
C -3.197 2.912 2.117
C -1.927 2.744 1.587
C 0.806 5.172 -0.640
C 1.990 5.424 -1.334
C 2.433 6.718 -1.558
C 1.694 7.794 -1.086
C 0.521 7.564 -0.384
C 0.087 6.264 -0.160
C 1.700 2.570 0.738
C 2.885 2.146 0.140
C 3.969 1.741 0.905
C 3.884 1.756 2.289
C 2.715 2.187 2.899
C 1.636 2.595 2.129
H 0.536 0.810 -3.486
H 1.569 0.888 -2.051
H -0.725 2.814 -2.695
H 0.977 3.199 -2.814
H -2.246 4.644 -1.189
H -4.508 4.934 -0.259
H -5.116 3.847 1.880
H -3.462 2.428 3.050
H -1.210 2.112 2.100
H 2.583 4.592 -1.702
H 3.357 6.890 -2.098
H 2.031 8.808 -1.266
H -0.057 8.398 -0.005
H -0.826 6.094 0.400
H 2.970 2.138 -0.942
H 4.881 1.416 0.419
H 4.727 1.438 2.890
H 2.648 2.214 3.980
H 0.734 2.946 2.618
```

Its HOMO-LUMO gap is 8.467 eV. As for the highest occupied orbital energy: -8.03 eV.